ORCA calculation (the ωB97M-V functional and the def2-TZVPD basis) on a structure of composition C11H31F4K2N2O24P3S5.

```
! RIJCOSX wB97M-V def2-TZVPD def2/J DEFGRID3
* xyz 0 1
K 3.9627 -2.1384 -1.8388
K 3.3037 -1.5015 1.1997
N 1.6275 -0.9961 -0.8936
S 1.1124 0.5552 -0.5954
O 0.0162 0.7761 0.3654
O 1.2113 1.4652 -1.7103
F 2.3668 1.0389 0.3445
S 0.3378 -1.5187 -1.2162
O -0.2892 -1.2494 -2.5600
O -0.5704 -1.8684 -0.1432
F 0.8650 -2.9442 -1.6092
N 7.2199 1.5648 -2.1524
S 6.2623 2.1848 -0.8362
O 4.8442 1.9487 -0.5758
O 6.7391 3.5209 -0.4523
F 6.9590 1.2582 0.2266
S 6.0253 1.1964 -2.9699
O 5.3565 2.2905 -3.6653
O 5.2101 0.0827 -2.5028
F 6.8352 0.5521 -4.2186
C -1.5779 2.5220 -5.6936
O -0.8319 2.1599 -6.9017
P -0.2514 0.6575 -7.0139
O 0.6422 0.3187 -8.1577
O 0.1991 0.3680 -5.4710
C 1.4937 0.8491 -5.1100
O -1.6428 -0.2311 -7.0581
C -2.7181 0.2536 -7.8612
H -2.4894 3.0798 -5.9082
H -1.0024 3.1858 -5.0484
H -1.7487 1.6490 -5.0637
H 1.4845 1.4845 -4.2243
H 2.0422 1.4825 -5.8072
H 2.1578 0.0477 -4.7862
H -2.7335 -0.1990 -8.8527
H -2.7410 1.3377 -7.9716
H -3.5633 -0.1518 -7.3049
C -3.7442 -3.1634 -0.4179
O -4.2040 -2.6481 0.7884
P -4.9640 -1.1743 0.9653
O -4.8496 -0.3143 -0.2571
O -4.3730 -0.5764 2.3597
C -3.1210 0.2106 2.3158
O -6.5106 -1.5822 1.3689
C -7.3988 -2.2745 0.5196
H -2.8453 -3.6773 -0.0774
H -3.3550 -2.3509 -1.0315
H -4.2487 -3.9469 -0.9832
H -3.1752 0.9617 3.1037
H -2.8037 0.4989 1.3136
H -2.5289 -0.5691 2.7950
H -6.7971 -2.8894 -0.1496
H -7.9790 -1.5393 -0.0381
H -8.1518 -2.9042 0.9935
C 2.3018 -2.0363 6.2704
O 1.6725 -3.0056 5.5080
P 0.8376 -2.5024 4.2040
O 1.7738 -2.5194 3.0190
O -0.4698 -3.4702 4.1855
C -1.1345 -3.5467 2.9536
O 0.1630 -1.0386 4.5801
C -0.8560 -0.7835 5.5247
H 1.7485 -1.7374 7.1608
H 2.7387 -1.1198 5.8740
H 3.1656 -2.5639 6.6749
H -1.8394 -4.3767 3.0020
H -0.3073 -3.7595 2.2764
H -1.5286 -2.6027 2.5771
H -1.7171 -0.2950 5.0688
H -0.4995 -0.3383 6.4536
H -1.2865 -1.6941 5.9413
C 2.2744 4.6665 3.3430
C 2.8699 3.2552 3.4377
O 2.0132 2.4238 4.0474
S 0.4650 3.0776 3.9994
O -0.2366 2.8736 5.2921
O -0.2841 2.8866 2.7428
O 1.1550 4.5697 4.0124
H 2.0059 4.9911 2.3377
H 2.9984 5.4371 3.6077
H 3.8429 3.2682 3.9289
H 3.0680 2.8482 2.4461
*
```

Values from the calculation:
- energy above the lowest of the compared OMol25 structures with the same formula, charge and spin (kJ/mol) = 626.5
- E_LUMO (Ha) = -0.0739
- HOMO (eV) = -10.037
- frontier orbital gap (eV) = 8.0


ORCA calculation (the ωB97M-V functional and the def2-TZVPD basis) on the ion C3H9N2O with charge -1.

```
! RIJCOSX wB97M-V def2-TZVPD def2/J DEFGRID3
* xyz -1 1
C 0.3561 0.9879 0.7717
N -0.6626 0.5669 -0.1356
C -1.2650 -0.7719 -0.4099
O -2.3845 -0.6507 -1.0880
C 1.4111 -0.0707 0.9648
N 2.3578 -0.0726 -0.1722
H 0.0011 1.3568 1.7475
H 0.8670 1.8446 0.3035
H -1.0330 1.2583 -0.7635
H -1.3573 -1.2856 0.5931
H -0.4514 -1.3718 -0.9357
H 0.9638 -1.0463 1.1059
H 1.9517 0.1470 1.8932
H 1.8212 0.2595 -0.9736
H 2.5080 -1.0460 -0.4487
*
```

Values from the calculation:
- energy above the lowest of the compared OMol25 structures with the same formula, charge and spin (kJ/mol) = 124.7
- structure (SMILES) = NCCNC[O-]
- E_LUMO (Ha) = 0.1554
- HOMO (eV) = -2.266
- frontier orbital gap (eV) = 6.5


ORCA calculation (the ωB97M-V functional and the def2-TZVPD basis) on the molecule C5H7N.

```
! RIJCOSX wB97M-V def2-TZVPD def2/J DEFGRID3
* xyz 0 1
C -1.5063 -0.7554 -0.5409
N -0.5389 0.9104 0.2602
C -0.0250 1.4124 1.2700
C -0.0158 -0.0380 -0.6172
C 1.3788 -0.5302 -0.3356
C 2.4978 -0.9406 -0.1208
H -1.4926 -1.6575 -1.1157
H -2.1903 -0.0007 -0.9659
H -1.9414 -0.9500 0.4712
H -0.5847 2.3046 1.4935
H 0.9163 1.0916 1.7108
H 0.0412 0.5420 -1.5586
H 3.4608 -1.3886 0.0490
*
```

Values from the calculation:
- energy above the lowest of the compared OMol25 structures with the same formula, charge and spin (kJ/mol) = 419.1
- structure (SMILES) = C#C[C@@H](C)N=C
- E_LUMO (Ha) = 0.0392
- HOMO (eV) = -9.372
- frontier orbital gap (eV) = 10.4


ORCA calculation (the ωB97M-V functional and the def2-TZVPD basis) on a structure of composition C32H25Cl5FHgN4O5SSe.

```
! RIJCOSX wB97M-V def2-TZVPD def2/J DEFGRID3
* xyz -2 2
Hg -0.2082 -1.7992 0.0613
C 6.4920 0.6206 0.6441
C 5.5727 1.0965 1.7507
C 6.3136 1.3616 3.0527
C 5.3745 2.0599 4.0229
C 4.0608 1.3293 4.1286
C 3.2234 1.5534 5.1987
C 2.0063 0.8892 5.2864
F 1.2227 1.1477 6.3637
C 1.5975 -0.0048 4.3406
C 2.4375 -0.2560 3.2514
C 1.9760 -1.2046 2.2171
O 0.8359 -1.6866 2.3077
C 2.9419 -1.5120 1.2009
C 4.0955 -0.7913 1.1535
N 4.4621 0.1675 2.0291
C 3.6580 0.4131 3.1374
C 2.7983 -2.5684 0.1143
O 3.8369 -3.0351 -0.3472
O 1.6216 -2.9049 -0.2610
H 7.2913 1.3542 0.5336
H 5.9817 0.5532 -0.3158
H 6.9386 -0.3485 0.8778
H 5.1177 2.0386 1.4360
H 7.1843 1.9870 2.8482
H 6.6703 0.4119 3.4641
H 5.1876 3.0766 3.6606
H 5.8228 2.1507 5.0148
H 3.5043 2.2483 5.9811
H 0.6478 -0.5182 4.3975
H 4.7799 -1.0133 0.3501
Cl 5.8639 3.3679 -2.1880
C 4.4604 2.5656 -1.5598
C 3.9392 1.4301 -2.1836
Cl 4.6998 0.8371 -3.6237
C 2.8208 0.7901 -1.6856
Cl 2.1367 -0.5637 -2.5018
C 2.1401 1.2172 -0.4922
O 1.1246 0.6432 -0.0410
C 2.7206 2.3834 0.1147
Cl 1.9568 2.9630 1.5554
C 3.8191 3.0368 -0.4139
Cl 4.4259 4.4742 0.3559
C -4.0809 -3.1563 -2.8876
C -5.2465 -2.7066 -2.0166
C -4.8990 -2.5532 -0.5364
N -3.6808 -1.7819 -0.2750
C -3.3050 -0.6326 -0.7989
S -1.6674 -0.0374 -0.7040
N -4.1382 0.1668 -1.4749
C -5.5697 0.3667 -1.2522
O -6.0342 0.1175 -0.1234
C -6.2567 0.9018 -2.3701
C -5.6885 1.0487 -3.6732
C -6.4156 1.5974 -4.7067
C -7.7354 2.0239 -4.5276
C -8.3151 1.8669 -3.2583
C -7.6128 1.3241 -2.2111
H -4.4128 -3.3161 -3.9155
H -3.6400 -4.0823 -2.5165
H -3.2939 -2.4001 -2.9160
H -6.0464 -3.4524 -2.0579
H -5.6758 -1.7807 -2.4025
H -4.6866 -3.5367 -0.1143
H -5.7315 -2.0999 -0.0006
H -2.9810 -2.2621 0.2831
H -3.6696 0.9228 -1.9546
H -4.6876 0.6857 -3.8726
H -5.9522 1.6844 -5.6841
H -8.2979 2.4501 -5.3484
H -9.3426 2.1791 -3.0984
H -8.0658 1.2040 -1.2359
Se -1.4785 -4.0291 1.3166
C -2.2315 -5.0113 -0.0386
N -2.7140 -5.6624 -0.8654
*
```

Values from the calculation:
- energy above the lowest of the compared OMol25 structures with the same formula, charge and spin (kJ/mol) = 18.5
- E_LUMO (spin up / spin down) (Ha) = 0.1290 / 0.1290
- HOMO (spin up / spin down) (eV) = -0.462 / -3.312
- frontier orbital gap (spin up / spin down) (eV) = 4.0 / 6.8


What is the formula in the first record? C11H31F4K2N2O24P3S5


Look up the energy above the lowest of the compared OMol25 structures with the same formula, charge and spin of the second one. 124.7 kJ/mol


Copy entry 1 word for word.
ORCA calculation (the ωB97M-V functional and the def2-TZVPD basis) on a structure of composition C11H31F4K2N2O24P3S5.

```
! RIJCOSX wB97M-V def2-TZVPD def2/J DEFGRID3
* xyz 0 1
K 3.9627 -2.1384 -1.8388
K 3.3037 -1.5015 1.1997
N 1.6275 -0.9961 -0.8936
S 1.1124 0.5552 -0.5954
O 0.0162 0.7761 0.3654
O 1.2113 1.4652 -1.7103
F 2.3668 1.0389 0.3445
S 0.3378 -1.5187 -1.2162
O -0.2892 -1.2494 -2.5600
O -0.5704 -1.8684 -0.1432
F 0.8650 -2.9442 -1.6092
N 7.2199 1.5648 -2.1524
S 6.2623 2.1848 -0.8362
O 4.8442 1.9487 -0.5758
O 6.7391 3.5209 -0.4523
F 6.9590 1.2582 0.2266
S 6.0253 1.1964 -2.9699
O 5.3565 2.2905 -3.6653
O 5.2101 0.0827 -2.5028
F 6.8352 0.5521 -4.2186
C -1.5779 2.5220 -5.6936
O -0.8319 2.1599 -6.9017
P -0.2514 0.6575 -7.0139
O 0.6422 0.3187 -8.1577
O 0.1991 0.3680 -5.4710
C 1.4937 0.8491 -5.1100
O -1.6428 -0.2311 -7.0581
C -2.7181 0.2536 -7.8612
H -2.4894 3.0798 -5.9082
H -1.0024 3.1858 -5.0484
H -1.7487 1.6490 -5.0637
H 1.4845 1.4845 -4.2243
H 2.0422 1.4825 -5.8072
H 2.1578 0.0477 -4.7862
H -2.7335 -0.1990 -8.8527
H -2.7410 1.3377 -7.9716
H -3.5633 -0.1518 -7.3049
C -3.7442 -3.1634 -0.4179
O -4.2040 -2.6481 0.7884
P -4.9640 -1.1743 0.9653
O -4.8496 -0.3143 -0.2571
O -4.3730 -0.5764 2.3597
C -3.1210 0.2106 2.3158
O -6.5106 -1.5822 1.3689
C -7.3988 -2.2745 0.5196
H -2.8453 -3.6773 -0.0774
H -3.3550 -2.3509 -1.0315
H -4.2487 -3.9469 -0.9832
H -3.1752 0.9617 3.1037
H -2.8037 0.4989 1.3136
H -2.5289 -0.5691 2.7950
H -6.7971 -2.8894 -0.1496
H -7.9790 -1.5393 -0.0381
H -8.1518 -2.9042 0.9935
C 2.3018 -2.0363 6.2704
O 1.6725 -3.0056 5.5080
P 0.8376 -2.5024 4.2040
O 1.7738 -2.5194 3.0190
O -0.4698 -3.4702 4.1855
C -1.1345 -3.5467 2.9536
O 0.1630 -1.0386 4.5801
C -0.8560 -0.7835 5.5247
H 1.7485 -1.7374 7.1608
H 2.7387 -1.1198 5.8740
H 3.1656 -2.5639 6.6749
H -1.8394 -4.3767 3.0020
H -0.3073 -3.7595 2.2764
H -1.5286 -2.6027 2.5771
H -1.7171 -0.2950 5.0688
H -0.4995 -0.3383 6.4536
H -1.2865 -1.6941 5.9413
C 2.2744 4.6665 3.3430
C 2.8699 3.2552 3.4377
O 2.0132 2.4238 4.0474
S 0.4650 3.0776 3.9994
O -0.2366 2.8736 5.2921
O -0.2841 2.8866 2.7428
O 1.1550 4.5697 4.0124
H 2.0059 4.9911 2.3377
H 2.9984 5.4371 3.6077
H 3.8429 3.2682 3.9289
H 3.0680 2.8482 2.4461
*
```

Values from the calculation:
- energy above the lowest of the compared OMol25 structures with the same formula, charge and spin (kJ/mol) = 626.5
- E_LUMO (Ha) = -0.0739
- HOMO (eV) = -10.037
- frontier orbital gap (eV) = 8.0


What is the energy above the lowest of the compared OMol25 structures with the same formula, charge and spin in the first record? 626.5 kJ/mol